Entry 1:
The following is a DFT calculation (wB97M-V/def2-TZVPD) of C28H20N5SSe2Ti as an isolated structure at a distorted geometry.

Each line ends with the Löwdin charge.
Geometry (Å):
1 Se 1.616 1.240 1.214  0.784
2 Se -0.171 2.595 1.811  0.797
3 Ti -0.005 -1.119 0.808  0.459
4 S -1.026 -2.991 0.957  0.195
5 N -0.112 2.009 -1.489  0.091
6 N -1.690 0.233 1.346  -0.031
7 N 0.140 -0.727 -1.109  -0.108
8 N 2.021 -1.762 0.211  -0.018
9 N 0.786 -0.790 2.830  -0.100
10 C -4.085 0.352 1.276  -0.027
11 C 3.532 -1.891 -1.659  -0.165
12 C 4.070 -2.980 0.424  -0.025
13 C -2.893 -0.321 1.273  -0.157
14 C -0.135 3.282 -1.735  -0.149
15 C 4.417 -2.656 -0.873  0.031
16 C -3.281 -0.372 -2.740  -0.053
17 C 1.544 0.309 2.929  -0.650
18 C -2.856 2.356 1.327  -0.109
19 C 2.868 -2.469 0.953  -0.104
20 C -1.699 1.582 1.433  -0.640
21 C -2.372 3.239 -2.488  -0.003
22 C 1.520 -0.517 -3.167  0.016
23 C -1.265 3.971 -2.303  -0.040
24 C -2.371 1.798 -2.280  -0.147
25 C 2.733 -0.957 -3.702  -0.077
26 C -2.127 -0.946 -2.176  0.003
27 C 2.184 0.658 4.070  -0.060
28 C 1.197 -1.320 5.103  -0.038
29 C 0.601 -1.621 3.909  -0.073
30 C 3.738 -1.587 -3.014  -0.042
31 C 1.266 -0.903 -1.845  -0.227
32 C -3.413 0.993 -2.730  -0.035
33 C 2.301 -1.575 -1.119  -0.159
34 C 1.949 -0.181 5.199  -0.012
35 C -4.094 1.730 1.314  -0.020
36 C -1.192 1.194 -1.813  -0.185
37 C -1.057 -0.195 -1.688  -0.243
38 H 2.872 -0.966 -4.817  0.131
39 H -2.960 -1.378 1.143  0.038
40 H 1.028 -1.915 5.962  0.112
41 H -3.267 3.710 -2.791  0.106
42 H 2.820 1.583 4.115  0.140
43 H -4.067 -0.958 -3.156  0.104
44 H 4.657 -3.613 1.107  0.120
45 H 0.755 -0.089 -3.821  0.124
46 H -1.982 -2.048 -2.186  0.131
47 H 2.575 -2.704 2.002  0.125
48 H -4.995 -0.168 1.170  0.109
49 H 5.338 -3.000 -1.332  0.129
50 H -0.063 -2.475 3.686  0.102
51 H 0.793 3.842 -1.497  0.122
52 H -2.698 3.457 1.352  0.116
53 H -5.015 2.342 1.371  0.137
54 H -4.391 1.396 -3.021  0.127
55 H 2.435 0.158 6.125  0.130
56 H 4.629 -1.882 -3.520  0.109
57 H -1.102 5.046 -2.346  0.112

- Kohn-Sham gap: 6.262 eV
- ΔE to the lowest compared entry with this formula, charge and spin: 3.2 kcal per mole
- E_HOMO: -9.86 eV
- E_LUMO: -0.132 Ha
- Largest force on an atom: 2.598 eV Å⁻¹
- Total charge: +1


Entry 2:
The following is a DFT calculation (wB97M-V/def2-TZVPD) of C28H21Br2N3O2S6Zr as an isolated structure at a distorted geometry.

Each line ends with the Löwdin charge.
Geometry (Å):
1 Zr 1.158 1.443 -2.633  0.882
2 Br -4.407 2.237 -0.515  0.779
3 Br -0.887 1.085 -4.169  -0.102
4 S 3.562 2.135 -2.165  0.433
5 S 5.539 -3.390 -2.290  0.464
6 S 3.952 -1.747 -4.104  0.847
7 S 2.150 3.102 0.910  0.593
8 S 2.353 0.716 -4.860  0.398
9 S 4.926 -0.546 -1.609  0.858
10 O 0.624 3.336 -2.216  -0.345
11 O 0.954 5.579 -1.875  0.052
12 N 2.535 0.623 1.885  0.017
13 N -2.883 6.030 -0.594  0.054
14 N 1.152 1.791 3.189  -0.166
15 C 0.117 -0.867 -0.577  -0.161
16 C -3.586 4.967 -0.291  -0.205
17 C 0.606 0.154 -1.096  -0.247
18 C 1.390 -4.428 -2.219  -0.095
19 C 2.254 -0.264 3.019  -0.145
20 C -1.708 5.827 -1.166  -0.079
21 C -1.623 -1.984 0.853  -0.193
22 C -3.192 3.631 -0.613  -0.679
23 C 1.926 1.856 2.027  -0.799
24 C -1.154 4.551 -1.383  -0.099
25 C -2.844 -3.135 2.583  -0.132
26 C 3.958 0.516 -2.637  -1.189
27 C -0.592 -2.003 -0.159  -0.229
28 C -3.679 -2.012 2.705  -0.163
29 C -2.406 -0.837 1.007  -0.034
30 C 0.250 4.556 -1.841  -0.535
31 C 0.128 2.827 3.444  -0.068
32 C 3.477 -0.046 -3.823  -1.192
33 C 1.037 -3.353 -1.447  -0.023
34 C 4.797 -1.975 -2.587  -1.540
35 C 1.048 0.417 3.679  -0.136
36 C -1.846 -3.156 1.658  -0.063
37 C 0.486 -5.505 -2.275  -0.153
38 C -0.760 -5.460 -1.721  -0.132
39 C -1.865 3.393 -1.006  -0.023
40 C -0.261 -3.236 -0.809  -0.181
41 C -1.129 -4.336 -0.971  -0.066
42 C -3.473 -0.904 1.937  -0.130
43 H 0.661 3.802 3.244  0.072
44 H -3.075 -3.998 3.207  0.089
45 H 1.690 -2.491 -1.392  0.089
46 H 2.290 -4.416 -2.768  0.067
47 H -0.205 2.707 4.473  0.072
48 H -4.574 5.089 0.127  0.085
49 H 2.001 -1.257 2.669  0.112
50 H -4.180 -0.064 2.030  0.083
51 H 0.879 -6.413 -2.752  0.085
52 H 0.135 -0.079 3.309  0.121
53 H -1.471 2.392 -1.107  0.082
54 H 2.890 0.349 0.993  0.099
55 H 1.064 0.348 4.766  0.110
56 H -1.439 -6.312 -1.816  0.090
57 H -4.517 -2.018 3.463  0.097
58 H 3.157 -0.334 3.626  0.103
59 H -1.212 -4.026 1.555  0.105
60 H -2.174 0.053 0.445  0.079
61 H -2.128 -4.364 -0.548  0.097
62 H -0.703 2.754 2.738  0.079
63 H -1.176 6.692 -1.506  0.111

- Kohn-Sham gap: 4.910 eV
- ΔE to the lowest compared entry with this formula, charge and spin: 0.0 kcal per mole
- E_HOMO: -0.92 eV
- E_LUMO: 0.146 Ha
- Largest force on an atom: 2.559 eV Å⁻¹
- Total charge: -2


Entry 3:
The following is a DFT calculation (wB97M-V/def2-TZVPD) of C28H21Cl2N6O12PW as an isolated structure at a distorted geometry.

Each line ends with the Löwdin charge.
Geometry (Å):
1 W 0.437 0.753 -0.291  1.679
2 Cl -4.626 0.161 4.440  0.666
3 Cl -2.060 0.876 6.181  0.669
4 P -0.259 -1.439 -1.528  0.805
5 O -0.626 -1.316 -3.063  -0.263
6 O 2.220 -0.234 0.681  -0.018
7 O -1.318 -2.475 -0.969  -0.250
8 O -3.817 1.138 -0.385  0.044
9 O 1.648 0.435 -1.835  -0.524
10 O 4.732 -6.230 1.658  0.094
11 O 0.998 -2.509 -1.668  -0.109
12 O 2.309 -6.189 -2.451  0.101
13 O 1.891 2.182 3.315  0.078
14 O 0.234 -1.106 1.037  -0.070
15 O 4.399 -4.670 3.108  0.094
16 O 1.929 -4.266 -3.341  0.098
17 N 0.391 1.511 1.671  -0.042
18 N 4.249 -5.178 2.018  -0.351
19 N 1.733 2.542 -0.179  -0.004
20 N -0.697 1.586 -1.985  -0.029
21 N 2.171 -4.986 -2.396  -0.326
22 N -1.606 0.966 0.301  -0.038
23 C -1.851 0.878 1.688  -0.209
24 C -2.885 1.962 -2.918  0.023
25 C -2.340 2.332 -4.128  -0.035
26 C 2.315 2.646 1.027  -0.175
27 C -2.043 1.599 -1.881  -0.175
28 C 2.347 -4.356 -1.068  -0.024
29 C 3.478 3.350 1.254  0.028
30 C -0.181 1.918 -3.185  -0.128
31 C 3.143 -5.040 -0.169  0.094
32 C -0.958 2.302 -4.256  -0.037
33 C 2.852 -3.241 1.411  0.098
34 C 1.756 -3.129 -0.752  -0.149
35 C -0.720 1.182 2.456  -0.198
36 C 2.248 3.257 -1.184  -0.115
37 C 3.030 0.518 -2.061  -0.172
38 C -2.588 -2.048 -0.431  -0.055
39 C -0.790 1.194 3.836  -0.022
40 C -1.999 0.877 4.450  -0.676
41 C -3.115 0.568 3.694  -0.677
42 C 1.531 2.040 2.159  -0.457
43 C 0.306 -1.414 -4.157  -0.060
44 C 3.377 4.041 -1.027  -0.037
45 C 4.027 4.059 0.198  -0.031
46 C 3.383 -4.467 1.058  -0.111
47 C -3.052 0.575 2.302  -0.037
48 C 2.031 -2.588 0.513  -0.020
49 C -2.604 1.195 -0.566  -0.498
50 C 1.473 -1.238 0.815  -0.582
51 H -3.933 0.360 1.722  0.102
52 H -2.437 -1.546 0.523  0.075
53 H 3.889 3.347 2.253  0.128
54 H 3.266 1.286 -2.808  0.079
55 H 1.742 3.204 -2.134  0.096
56 H 0.076 1.435 4.431  0.102
57 H -3.166 -2.955 -0.283  0.098
58 H 3.386 -0.442 -2.451  0.090
59 H 1.112 -0.695 -4.025  0.076
60 H 0.707 -2.424 -4.207  0.071
61 H 4.934 4.633 0.330  0.115
62 H -0.469 2.565 -5.184  0.113
63 H 3.592 0.736 -1.149  0.079
64 H -3.107 -1.392 -1.128  0.087
65 H 0.887 1.829 -3.282  0.090
66 H 3.569 -5.995 -0.434  0.138
67 H 3.740 4.614 -1.868  0.113
68 H -3.948 1.932 -2.723  0.127
69 H -2.970 2.628 -4.956  0.114
70 H -0.261 -1.186 -5.056  0.094
71 H 3.076 -2.807 2.375  0.147

- Kohn-Sham gap: 5.959 eV
- E_HOMO: -7.01 eV
- E_LUMO: -0.039 Ha
- Largest force on an atom: 1.503 eV Å⁻¹


Entry 4:
The following is a DFT calculation (wB97M-V/def2-TZVPD) of C28H21Cl5N7O4PRuS5 as an isolated structure at a distorted geometry.

Each line ends with the Mulliken spin population.
Geometry (Å):
1 Ru -0.228 -0.378 -0.635  3.719
2 Cl 0.912 -3.051 5.838  0.000
3 Cl -1.647 -1.345 6.430  0.001
4 Cl -2.315 -0.798 1.075  0.082
5 Cl -3.273 -0.148 4.008  0.000
6 Cl 1.875 -3.476 2.878  0.001
7 S -3.163 4.326 4.577  0.002
8 S 0.733 0.649 -3.350  0.003
9 S -0.767 2.923 3.484  0.007
10 S 0.015 -1.272 -2.921  0.403
11 S 0.516 1.325 1.284  0.171
12 P 2.335 -1.223 -0.560  0.195
13 O -0.387 1.365 -3.932  0.011
14 O 0.211 -2.056 0.909  0.074
15 O 1.896 0.545 -4.187  0.015
16 O 1.042 1.156 -1.962  0.103
17 N -2.826 3.156 2.121  0.001
18 N -1.059 3.290 -1.764  0.002
19 N -1.980 2.413 1.308  0.011
20 N -1.919 1.171 -1.287  0.047
21 N -2.991 0.466 -1.620  -0.016
22 N -2.017 2.302 -1.906  0.013
23 N -3.079 2.436 -2.639  0.009
24 C 0.471 -2.530 3.225  0.019
25 C 3.810 -1.583 -2.923  0.035
26 C -4.126 3.371 1.572  -0.001
27 C -1.123 -1.605 4.804  0.008
28 C -4.785 4.580 1.733  0.000
29 C -3.675 1.257 -2.442  0.001
30 C -5.942 2.534 0.248  0.000
31 C 3.560 -0.754 -1.832  0.045
32 C 5.419 -0.014 -3.775  0.017
33 C -0.850 2.207 1.887  0.024
34 C -1.410 -1.310 2.449  -0.027
35 C -6.621 3.735 0.415  0.000
36 C 0.026 -2.350 4.530  -0.002
37 C 1.609 -3.941 -0.881  -0.020
38 C -6.035 4.752 1.156  0.000
39 C -4.695 2.348 0.825  0.000
40 C -0.213 -1.966 2.129  0.030
41 C 4.236 0.460 -1.737  0.010
42 C -2.386 3.514 3.350  0.000
43 C 1.865 -5.306 -0.883  0.002
44 C 4.738 -1.218 -3.885  -0.008
45 C -1.851 -1.085 3.738  -0.005
46 C 4.120 -4.889 -0.177  0.001
47 C 3.118 -5.784 -0.528  0.000
48 C 2.604 -3.038 -0.527  0.005
49 C 3.156 -0.639 0.959  0.022
50 C 5.163 0.827 -2.701  -0.010
51 C 3.863 -3.526 -0.183  0.007
52 H 6.140 0.274 -4.530  0.001
53 H 2.672 -1.098 1.818  -0.006
54 H -4.607 0.984 -2.906  0.000
55 H -4.155 1.420 0.695  0.000
56 H 5.105 -5.251 0.095  0.000
57 H -4.325 5.376 2.299  0.000
58 H 4.218 -0.882 0.949  0.001
59 H 5.679 1.775 -2.618  -0.001
60 H -6.382 1.731 -0.332  0.000
61 H 4.022 1.137 -0.919  0.003
62 H 3.269 -2.515 -3.026  0.005
63 H -0.781 3.515 -2.717  0.000
64 H 3.039 0.441 1.038  0.004
65 H -7.595 3.879 -0.037  0.000
66 H 0.623 -3.582 -1.141  -0.011
67 H 4.657 -2.836 0.078  0.002
68 H -6.550 5.696 1.285  0.000
69 H -0.267 2.828 -1.313  -0.003
70 H 1.078 -5.998 -1.159  0.000
71 H 3.314 -6.849 -0.521  0.000
72 H 4.917 -1.868 -4.732  -0.001

- Kohn-Sham gap (spin up / spin down): 7.479 / 6.126 eV
- E_HOMO (spin up / spin down): -5.20 / -5.57 eV
- E_LUMO (spin up / spin down): 0.084 / 0.020 Ha
- 2S+1: 6
- Expectation value of S²: 8.77
- Largest force on an atom: 1.218 eV Å⁻¹
- Total charge: -1


Entry 5:
The following is a DFT calculation (wB97M-V/def2-TZVPD) of C28H21F5NS2Sn as an isolated structure at a distorted geometry.

Each line ends with the Löwdin charge.
Geometry (Å):
1 Sn -0.231 -0.362 -0.018  1.261
2 S -1.281 3.935 1.982  1.113
3 S -1.022 -1.610 2.472  0.496
4 F -2.665 -0.393 8.004  0.083
5 F -2.891 1.520 6.073  0.089
6 F -0.820 -3.364 4.833  0.057
7 F -2.125 1.021 3.534  0.068
8 F -1.569 -2.837 7.360  0.089
9 N -0.089 1.797 1.198  -0.022
10 C 3.685 1.356 5.737  -0.048
11 C 1.621 -2.718 -0.697  -0.231
12 C 1.148 -1.115 -2.238  -0.307
13 C -1.335 -2.153 5.105  -0.268
14 C -1.462 -1.203 4.066  -0.615
15 C -2.259 -0.656 6.742  -0.154
16 C 2.091 -1.538 -1.277  -0.262
17 C -2.971 2.267 -2.826  -0.103
18 C -1.684 2.542 -0.420  -0.288
19 C -0.976 2.662 0.820  -0.530
20 C 2.452 0.561 5.279  -0.550
21 C 0.380 2.034 2.450  -0.324
22 C -2.255 1.210 -2.292  -0.133
23 C -0.168 3.166 3.073  -0.469
24 C -2.378 0.313 5.751  -0.152
25 C -1.715 -1.894 6.406  -0.164
26 C 0.085 -2.039 -2.220  -0.287
27 C 2.924 -0.659 4.484  -0.052
28 C 0.145 3.462 4.386  -0.077
29 C 1.260 1.207 3.132  0.035
30 C 1.666 0.060 6.498  -0.031
31 C -2.426 3.609 -0.928  -0.070
32 C 0.387 -3.025 -1.266  -0.223
33 C -3.066 3.470 -2.141  -0.103
34 C -1.986 0.046 4.454  -0.236
35 C 0.989 2.601 5.059  -0.034
36 C 1.554 1.467 4.455  -0.167
37 C -1.590 1.295 -1.070  -0.205
38 H 1.293 -0.334 -2.964  0.083
39 H 2.260 -0.652 7.065  0.086
40 H 1.389 0.873 7.162  0.077
41 H -3.467 2.156 -3.782  0.094
42 H 3.531 -0.361 3.633  0.086
43 H 4.362 0.711 6.292  0.080
44 H -2.485 4.540 -0.376  0.084
45 H 2.144 -3.321 0.026  0.086
46 H 4.218 1.756 4.876  0.087
47 H -0.192 -3.915 -1.078  0.087
48 H 1.193 2.806 6.099  0.106
49 H 3.058 -1.090 -1.108  0.080
50 H 2.077 -1.239 4.127  0.083
51 H -3.640 4.285 -2.562  0.095
52 H -2.214 0.274 -2.837  0.083
53 H 3.530 -1.302 5.119  0.084
54 H -0.722 -2.086 -2.931  0.080
55 H 1.627 0.350 2.592  0.097
56 H -0.269 4.330 4.877  0.107
57 H 3.404 2.187 6.379  0.073
58 H 0.754 -0.434 6.169  0.075

- Kohn-Sham gap: 6.341 eV
- E_HOMO: -4.12 eV
- E_LUMO: 0.081 Ha
- Largest force on an atom: 1.099 eV Å⁻¹
- Total charge: -1


Entry 6:
The following is a DFT calculation (wB97M-V/def2-TZVPD) of C28H21N7O2PtS as an isolated structure.

Each line ends with the Löwdin charge.
Geometry (Å):
1 Pt -0.955 -0.180 -1.432  1.194
2 S 2.973 0.174 -0.161  0.573
3 O 2.940 -1.217 0.204  -0.321
4 O 4.144 0.689 -0.820  -0.312
5 N -0.530 -1.580 -2.815  -0.075
6 N -1.459 0.796 0.266  -0.059
7 N 1.610 0.443 -0.970  -0.107
8 N -1.683 -1.743 -0.447  -0.094
9 N 0.072 1.483 -2.238  -0.098
10 N 1.819 3.311 4.756  0.094
11 N 2.025 2.706 -1.543  0.148
12 C -1.595 -5.347 -1.507  -0.071
13 C -1.879 -0.086 1.235  -0.138
14 C 1.594 3.704 -2.283  -0.130
15 C 1.878 0.565 2.301  -0.062
16 C -2.156 0.367 2.531  -0.160
17 C 0.432 3.669 -3.061  -0.074
18 C 1.308 1.552 -1.601  -0.482
19 C 1.569 1.301 3.429  -0.044
20 C 0.031 -3.743 -4.425  0.005
21 C -2.655 -1.877 3.178  -0.073
22 C -2.388 -2.341 1.872  -0.005
23 C -0.612 -3.957 -3.183  -0.151
24 C -1.867 -4.222 -0.697  -0.005
25 C -1.997 -1.478 0.865  -0.195
26 C -0.327 2.527 -2.962  -0.155
27 C 2.707 1.100 1.321  -0.292
28 C -0.878 -2.838 -2.384  -0.134
29 C -1.317 2.072 0.536  -0.091
30 C -2.553 -0.562 3.522  -0.051
31 C -2.000 1.749 2.794  -0.007
32 C 2.923 3.113 2.610  -0.034
33 C 2.088 2.588 3.596  -0.331
34 C 3.227 2.375 1.478  -0.063
35 C 0.069 -1.405 -3.969  -0.096
36 C -1.511 -2.948 -1.094  -0.194
37 C 0.372 -2.484 -4.819  -0.033
38 C -1.586 2.598 1.814  -0.031
39 C -0.981 -5.242 -2.718  -0.047
40 H 1.935 4.308 4.694  0.084
41 H 3.866 2.782 0.705  0.108
42 H -2.375 -4.403 0.231  0.080
43 H -0.773 -6.111 -3.328  0.111
44 H 2.187 4.614 -2.245  0.111
45 H 0.331 -0.388 -4.224  0.110
46 H 0.116 4.509 -3.659  0.093
47 H 0.250 -4.598 -5.052  0.122
48 H -2.496 -3.395 1.699  0.078
49 H -2.762 -0.218 4.526  0.110
50 H -1.446 3.654 1.989  0.112
51 H 1.486 -0.437 2.176  0.115
52 H -1.291 2.430 -3.448  0.114
53 H -2.952 -2.607 3.921  0.108
54 H 0.997 3.037 5.268  0.080
55 H -2.208 2.115 3.793  0.121
56 H 3.340 4.106 2.739  0.108
57 H 0.931 0.875 4.197  0.109
58 H -0.967 2.705 -0.268  0.107
59 H -1.894 -6.319 -1.137  0.108
60 H 0.872 -2.293 -5.757  0.110

- Kohn-Sham gap: 6.850 eV
- ΔE to the lowest compared entry with this formula, charge and spin: 0.0 kcal per mole
- E_HOMO: -7.21 eV
- E_LUMO: -0.013 Ha
- Largest force on an atom: 0.563 eV Å⁻¹